{
  "formula": "C44H88O33",
  "method": "ωB97M-V/def2-TZVPD",
  "elements": ["C", "C", "O", "C", "O", "O", "C", "H", "H", "H", "H", "H", "H", "H", "H", "C", "C", "O", "C", "O", "O", "C", "H", "H", "H", "H", "H", "H", "H", "H", "C", "C", "O", "C", "O", "O", "C", "H", "H", "H", "H", "H", "H", "H", "H", "C", "C", "O", "C", "O", "O", "C", "H", "H", "H", "H", "H", "H", "H", "H", "C", "C", "O", "C", "O", "O", "C", "H", "H", "H", "H", "H", "H", "H", "H", "C", "C", "O", "C", "O", "O", "C", "H", "H", "H", "H", "H", "H", "H", "H", "C", "C", "O", "C", "O", "O", "C", "H", "H", "H", "H", "H", "H", "H", "H", "C", "C", "O", "C", "O", "O", "C", "H", "H", "H", "H", "H", "H", "H", "H", "C", "C", "O", "C", "O", "O", "C", "H", "H", "H", "H", "H", "H", "H", "H", "C", "C", "O", "C", "O", "O", "C", "H", "H", "H", "H", "H", "H", "H", "H", "C", "C", "O", "C", "O", "O", "C", "H", "H", "H", "H", "H", "H", "H", "H"],
  "positions_angstrom": [[0.3393, -1.6630, -3.2388], [-0.0226, -0.5015, -4.2055], [1.1988, 0.2239, -4.4214], [1.3966, 1.1751, -5.3652], [0.5464, 1.4403, -6.1994], [2.5379, 1.8428, -5.1628], [3.4694, 1.5395, -4.0936], [0.9123, -1.1954, -2.4381], [0.9986, -2.4214, -3.6609], [-0.5432, -2.1423, -2.8149], [-0.7943, 0.1431, -3.7847], [-0.3821, -0.7954, -5.1916], [3.0439, 1.4909, -3.0912], [4.3772, 2.1419, -4.0606], [3.9173, 0.5763, -4.3381], [-1.0068, 0.5817, 7.3263], [-1.4420, -0.0639, 5.9939], [-0.3665, -0.7168, 5.3554], [-0.4723, -1.0726, 4.0627], [-1.4148, -0.9108, 3.3272], [0.7076, -1.5693, 3.7539], [0.7895, -2.4715, 2.6780], [-1.8763, 0.7958, 7.9478], [-0.5006, 1.5355, 7.1776], [-0.2888, -0.1128, 7.7625], [-1.8572, 0.6824, 5.3166], [-2.1457, -0.8748, 6.1819], [1.7869, -2.8027, 2.3888], [0.3389, -2.0007, 1.8043], [0.2752, -3.3980, 2.9335], [-2.2272, -1.8230, 0.3234], [-2.7931, -2.7592, 1.4692], [-1.8925, -3.8339, 1.7326], [-2.3020, -4.9537, 2.2898], [-3.3010, -5.0524, 2.9544], [-1.4380, -5.9688, 2.0712], [-0.1485, -5.9040, 1.3883], [-1.2197, -1.4315, 0.4643], [-2.9377, -1.0039, 0.2120], [-2.2471, -2.3770, -0.6151], [-3.7729, -3.1683, 1.2232], [-2.9619, -2.2309, 2.4076], [0.3814, -4.9882, 1.6499], [-0.2244, -5.9359, 0.3015], [0.5123, -6.6940, 1.7452], [2.3825, -3.6154, -0.1689], [1.3752, -3.5374, -1.3667], [0.4219, -4.6267, -1.4380], [-0.7959, -4.4412, -2.0536], [-1.1110, -3.4313, -2.7107], [-1.6151, -5.5274, -1.7740], [-3.0027, -5.5004, -2.0464], [3.1921, -2.8857, -0.1535], [2.8051, -4.6201, -0.1731], [1.9131, -3.5894, 0.8145], [1.9292, -3.6416, -2.2996], [0.8987, -2.5571, -1.3560], [-3.4822, -6.2308, -1.3946], [-3.2035, -5.7929, -3.0770], [-3.3791, -4.4860, -1.9143], [1.8321, 0.6896, 5.6099], [1.0787, 2.0192, 5.3431], [1.5789, 2.5695, 4.1733], [1.0131, 2.3448, 3.0343], [0.1567, 1.4867, 2.8012], [1.6383, 3.0908, 2.0343], [1.4265, 2.8769, 0.6346], [1.6148, 0.0429, 4.7598], [1.4899, 0.1548, 6.4959], [2.9157, 0.7964, 5.6606], [1.3293, 2.6724, 6.1789], [-0.0073, 1.9285, 5.3189], [1.9531, 2.0729, 0.1204], [1.7377, 3.7783, 0.1068], [0.3558, 2.7285, 0.4937], [0.0364, 3.8668, -0.7403], [-1.2726, 4.3647, -0.1339], [-2.2785, 3.6006, -0.6356], [-3.4973, 3.4775, -0.0434], [-3.9086, 4.0458, 1.0001], [-4.2681, 2.6992, -0.9248], [-5.6685, 2.6825, -0.6696], [0.0010, 3.7380, -1.8221], [0.2523, 2.8611, -0.3796], [0.8282, 4.5948, -0.5641], [-1.3763, 5.3769, -0.5250], [-1.1824, 4.3157, 0.9513], [-5.9236, 2.2542, 0.2998], [-6.2478, 2.0593, -1.3508], [-6.0669, 3.6947, -0.7391], [-2.1387, 0.8559, 2.5076], [-2.6333, 0.7806, 1.1188], [-4.0845, 0.5752, 1.0473], [-4.7435, 0.1988, -0.0588], [-4.2483, -0.1991, -1.1290], [-6.0099, 0.4253, 0.2482], [-7.0025, -0.0887, -0.5571], [-1.0714, 1.0612, 2.5910], [-2.3181, -0.1214, 2.9557], [-2.7013, 1.6628, 2.9771], [-2.0607, -0.0433, 0.6927], [-2.2884, 1.6029, 0.4919], [-7.5314, -0.9335, -0.1160], [-6.7623, -0.4113, -1.5702], [-7.8623, 0.5645, -0.7057], [8.3624, 0.9428, -1.6575], [6.9093, 0.9141, -2.1502], [6.0748, 0.2499, -1.1799], [4.8904, -0.1112, -1.5303], [4.4021, -0.0204, -2.6519], [4.3277, -0.6735, -0.4974], [3.1007, -1.3244, -0.7106], [8.3539, 1.3607, -0.6508], [8.9746, 1.5311, -2.3410], [8.7030, -0.0904, -1.5910], [6.8236, 0.3118, -3.0546], [6.4550, 1.8638, -2.4328], [2.9733, -2.0487, 0.0939], [3.0236, -1.9439, -1.6041], [2.1636, -0.7721, -0.6394], [0.9849, 3.7611, -4.5567], [-0.4093, 3.4600, -5.0745], [-1.3212, 3.8547, -4.0327], [-2.6061, 3.5991, -4.1451], [-3.1453, 3.2076, -5.1734], [-3.1759, 3.8216, -3.0011], [-4.5680, 3.7072, -2.9076], [1.7146, 3.4642, -5.3100], [1.3484, 3.2063, -3.6918], [1.1601, 4.8030, -4.2886], [-0.4873, 2.4009, -5.3198], [-0.5389, 3.9507, -6.0391], [-5.2032, 4.1037, -3.6998], [-4.9507, 4.1608, -1.9934], [-4.7558, 2.6346, -2.9565], [-0.1910, -0.1334, 1.5397], [0.2587, -0.7713, 0.2646], [-0.6386, -0.5583, -0.8134], [-0.4889, 0.5409, -1.5601], [0.4964, 1.3452, -1.5634], [-1.5928, 0.6786, -2.2994], [-1.7613, 1.8378, -3.1493], [-0.3578, 0.9426, 1.5895], [0.5301, -0.4110, 2.3085], [-1.0708, -0.5943, 1.9886], [0.3243, -1.8568, 0.3384], [1.2727, -0.4646, 0.0078], [-2.5985, 1.5813, -3.7985], [-0.8633, 1.8866, -3.7652], [-1.8345, 2.7475, -2.5534], [3.8311, 1.1938, 1.7198], [2.5384, 0.5950, 2.3488], [2.9612, -0.7366, 2.7828], [2.7676, -1.8230, 1.9981], [2.0183, -1.8558, 1.0181], [3.4576, -2.8357, 2.5243], [3.3947, -4.0587, 1.8612], [4.1676, 0.5979, 0.8714], [4.6962, 1.3466, 2.3651], [3.5198, 2.1812, 1.3791], [1.7447, 0.6056, 1.6018], [2.3039, 1.1618, 3.2497], [2.3653, -4.4071, 1.9457], [4.0683, -4.7803, 2.3235], [3.7333, -3.9424, 0.8317]],
  "forces_ev_per_angstrom": [[0.56, 3.13, -1.27], [0.24, -0.99, -0.77], [1.62, 1.09, -0.04], [-1.23, -1.54, 1.31], [2.48, -0.97, -0.42], [0.68, -0.49, -0.95], [-0.02, -1.50, -0.91], [0.16, 0.20, -0.33], [-0.24, 0.17, -0.49], [1.32, 2.02, -0.64], [0.97, -0.81, -0.70], [-0.05, -0.46, 0.00], [-0.58, 0.18, -0.60], [-0.63, 1.05, -0.64], [-0.81, 0.25, -0.12], [0.28, -0.35, -1.00], [-1.05, 0.29, 0.43], [0.32, -0.24, -0.73], [-0.17, -0.37, 1.83], [2.85, -8.15, 7.59], [1.02, -0.71, 0.84], [-3.61, -2.95, 1.20], [0.09, -0.40, 0.06], [-0.03, -0.14, 0.02], [-0.28, 0.11, 0.58], [-0.30, -0.11, -0.03], [-0.53, 0.39, 0.12], [-3.72, -0.99, 3.17], [-0.20, -1.46, 1.37], [-0.59, 0.09, 0.39], [-1.93, -3.41, 1.20], [-0.30, 1.23, -0.41], [1.32, 0.11, -1.21], [0.13, 0.14, 0.25], [0.34, -0.55, -0.40], [0.30, -0.77, 0.24], [-0.27, 0.97, 0.26], [-2.98, -2.21, 1.05], [0.31, -1.75, -0.44], [0.05, -0.14, -0.06], [0.04, -0.14, -0.33], [0.13, 0.12, -0.09], [-0.32, 0.18, -0.07], [-0.37, -0.12, 0.27], [-0.65, -0.37, 0.16], [-3.63, -6.74, -2.73], [1.16, 0.60, -0.04], [-1.87, -0.35, 0.16], [-0.90, 1.28, -0.27], [-1.57, -6.68, 2.51], [2.79, 1.15, 0.18], [-0.39, 0.62, -0.73], [0.04, -4.70, -1.93], [-0.33, -0.55, -1.05], [-0.83, -0.71, -2.79], [0.17, 0.32, 0.08], [-0.31, -0.74, -0.08], [0.20, 0.26, 0.15], [0.14, 0.00, -0.08], [-0.19, -0.10, 0.19], [-0.46, -0.06, -0.72], [0.39, -1.59, 2.28], [0.81, 2.44, -0.32], [-0.93, 0.34, -3.40], [5.49, 7.32, 5.81], [0.35, -0.67, 3.36], [1.81, -1.61, 3.76], [0.45, 0.00, 0.47], [0.09, 0.35, -0.09], [-0.03, 0.49, 0.06], [-0.05, 0.52, -0.36], [0.19, -0.16, -0.36], [0.14, -0.49, 0.64], [0.59, -0.88, 1.72], [2.03, -1.34, 5.41], [-3.26, 1.92, -4.84], [2.47, 1.34, -0.10], [-3.30, -2.20, 0.24], [-1.62, 1.48, 1.38], [1.63, -2.16, -3.78], [1.81, -0.10, 3.49], [-1.04, 1.06, 1.30], [-0.68, 0.69, -0.28], [-2.05, 2.39, -6.09], [-0.99, 0.20, -0.25], [-0.34, 0.35, 0.65], [-0.42, 0.26, 0.27], [0.47, 1.15, -0.07], [0.90, 0.19, -0.62], [-0.05, 0.05, 0.15], [-5.29, 3.84, -0.26], [1.07, 0.56, -1.44], [0.65, -0.01, 0.06], [2.95, -0.40, -1.63], [-2.05, 0.97, 2.62], [-0.47, -1.75, 0.43], [-2.44, -1.33, -1.39], [-4.77, 0.23, 0.85], [-3.11, 3.68, -0.82], [-0.19, 0.32, 0.59], [-1.22, 1.58, 0.11], [-0.74, 0.46, -0.07], [0.58, -0.36, 0.50], [0.92, 0.17, 0.14], [0.43, 0.98, 0.32], [-1.43, -0.09, 0.26], [0.00, -0.66, -1.01], [2.22, 1.15, 0.93], [-0.93, -0.36, -2.68], [1.39, -1.02, 2.71], [-0.48, -0.39, 0.09], [1.27, 0.92, -3.14], [0.34, 0.17, -0.06], [0.01, -0.10, 0.15], [0.23, 0.13, -0.08], [0.20, -0.02, -0.15], [0.21, 0.28, 0.47], [1.65, 5.36, -1.89], [0.86, 0.90, -0.78], [2.10, 0.73, -1.35], [0.50, 0.71, -0.08], [0.54, 0.42, 0.16], [0.37, 2.27, -0.86], [-0.88, 0.87, -4.08], [0.22, 0.60, 1.07], [-1.21, 2.84, 0.33], [-1.85, -0.32, -1.57], [-0.58, 1.01, -0.06], [-0.75, -0.26, 0.29], [-0.41, 0.25, -0.20], [-0.86, 0.93, 0.51], [-0.53, 0.47, 0.27], [0.90, 0.58, -0.74], [0.67, 0.24, -0.97], [-0.46, 0.13, 0.18], [1.25, -2.53, -3.38], [0.86, 1.19, -0.86], [0.80, 2.62, -2.30], [1.20, 2.53, -0.31], [-2.85, -3.34, -0.13], [0.04, -0.37, 1.90], [2.11, -2.41, 1.65], [0.94, -2.13, -3.94], [-0.15, 0.97, -1.31], [1.84, 0.12, -2.94], [-0.58, 0.51, -0.72], [-2.16, 0.96, 0.19], [0.03, -0.11, 0.54], [-0.34, -0.32, 0.54], [0.28, -2.01, 0.52], [-0.77, 0.57, -0.17], [3.84, -0.24, -0.97], [-0.30, -1.55, -0.77], [1.02, 3.93, 0.09], [3.29, 3.75, 6.32], [1.89, 1.65, 0.50], [1.92, -1.89, 1.41], [-0.25, 0.33, 0.45], [-0.32, -0.26, 0.49], [0.60, -0.07, -0.11], [0.68, -0.40, 0.44], [0.94, -1.71, -0.56], [0.69, -0.83, 0.30], [0.01, 0.33, 0.66], [0.60, -0.55, 1.74]],
  "e_lumo_ha": 0.0107,
  "gap_ha": 0.3358,
  "e_tot_ha": -4210.7472,
  "max_force_ev_per_a": 11.499,
  "relative_energy_ev": 44.4914
}